[1]
C6H12O | wB97M-V/def2-TZVPD

Structure (XYZ):
```
19
C6H12O | the Open Molecules 2025 dataset | wB97M-V/def2-TZVPD
C -0.759 -2.139 -0.261
C -0.457 -0.783 0.360
C -1.745 -0.064 0.689
C 0.443 0.144 -0.490
C 0.820 1.493 0.143
C 2.273 1.778 -0.294
O 2.515 1.843 -1.477
H 0.114 -2.649 -0.743
H -1.479 -2.134 -1.104
H -1.112 -2.804 0.540
H 0.135 -0.893 1.287
H -2.408 -0.697 1.286
H -1.498 0.841 1.275
H -2.158 0.339 -0.245
H -0.128 0.401 -1.388
H 1.294 -0.470 -0.816
H 0.310 2.329 -0.321
H 0.712 1.384 1.222
H 3.127 2.079 0.336
```

Summary:
LUMO level = 1.0 eV
HOMO level = -9.70 eV
HOMO-LUMO gap = 10.667 eV
SMILES = CC(C)CCC=O
net charge = 0



[2]
C44H54BCl5N2O2Rb | wB97M-V/def2-TZVPD

Structure (XYZ):
```
109
C44H54BCl5N2O2Rb | the Open Molecules 2025 dataset | wB97M-V/def2-TZVPD
Rb -0.387 -1.999 0.832
C 1.698 -4.922 1.023
C 2.324 -3.594 1.391
C 3.019 -2.875 0.412
C 3.196 -3.485 -0.958
C 3.530 -1.604 0.699
C 4.296 -0.862 -0.371
C 3.313 -1.033 1.960
C 3.891 0.322 2.301
C 2.579 -1.734 2.922
C 2.206 -1.093 4.238
C 2.144 -3.040 2.662
C 1.457 -3.807 3.763
H 2.432 -5.734 1.027
H 1.251 -4.875 0.030
H 0.895 -5.192 1.704
H 3.354 -4.561 -0.890
H 4.043 -3.060 -1.490
H 2.304 -3.334 -1.575
H 5.274 -1.319 -0.552
H 4.463 0.181 -0.113
H 3.756 -0.875 -1.316
H 4.854 0.476 1.817
H 4.056 0.419 3.372
H 3.233 1.143 1.997
H 2.904 -1.358 5.039
H 1.209 -1.411 4.543
H 2.176 -0.008 4.163
H 1.506 -4.881 3.604
H 0.404 -3.518 3.844
H 1.927 -3.598 4.725
Cl -1.242 0.610 3.571
C -2.243 -0.816 3.939
C -1.769 -2.049 3.555
C -2.647 -3.089 3.789
Cl -2.153 -4.718 3.308
C -3.903 -2.948 4.372
Cl -4.965 -4.298 4.607
C -4.307 -1.678 4.782
Cl -5.845 -1.454 5.543
C -3.464 -0.591 4.572
Cl -3.946 0.980 5.127
C -3.804 -0.587 0.641
C -3.800 0.599 -0.343
C -5.139 0.752 -1.061
C -3.397 1.855 0.408
C -4.203 2.314 1.447
C -3.818 3.385 2.228
C -2.595 4.000 2.013
C -1.757 3.574 0.992
C -0.370 4.161 0.817
C 0.632 3.333 1.630
C -0.274 5.637 1.193
C -2.186 2.518 0.177
N -1.360 2.143 -0.936
B -0.397 1.118 -1.115
N 0.098 1.256 -2.442
C -0.597 2.316 -3.036
C -1.456 2.840 -2.145
C 1.029 0.470 -3.190
C 2.388 0.802 -3.171
C 3.258 0.029 -3.936
C 2.799 -1.027 -4.704
C 1.449 -1.330 -4.717
C 0.541 -0.593 -3.962
C -0.939 -0.915 -4.040
C -1.231 -2.408 -3.957
C -1.528 -0.326 -5.326
C 2.985 1.990 -2.432
C 2.513 2.218 -0.994
C 2.822 3.276 -3.249
H -3.753 -1.541 0.118
H -4.694 -0.576 1.276
H -2.942 -0.497 1.311
H -3.042 0.396 -1.100
H -5.941 0.971 -0.352
H -5.394 -0.175 -1.577
H -5.108 1.559 -1.796
H -5.135 1.804 1.661
H -4.456 3.720 3.035
H -2.287 4.811 2.659
H -0.102 4.075 -0.239
H 0.387 3.385 2.694
H 1.651 3.704 1.489
H 0.604 2.281 1.337
H -0.410 5.791 2.265
H -1.021 6.233 0.667
H 0.715 6.021 0.935
H -0.417 2.601 -4.059
H -2.144 3.662 -2.258
H 4.315 0.267 -3.925
H 3.495 -1.616 -5.288
H 1.091 -2.158 -5.315
H -1.433 -0.431 -3.196
H -0.855 -2.935 -4.838
H -2.308 -2.571 -3.910
H -0.811 -2.869 -3.064
H -1.061 -0.783 -6.204
H -1.373 0.752 -5.385
H -2.601 -0.521 -5.373
H 4.058 1.776 -2.385
H 1.590 2.798 -0.966
H 3.272 2.782 -0.445
H 2.338 1.281 -0.463
H 1.770 3.557 -3.315
H 3.211 3.155 -4.261
H 3.357 4.100 -2.770
O -0.962 -3.793 -0.971
O -2.090 -3.133 -0.748
```

Summary:
LUMO level (alpha / beta) = 2.0 / 1.3 eV
HOMO level (alpha / beta) = -3.64 / -4.16 eV
HOMO-LUMO gap (alpha / beta) = 5.615 / 5.421 eV
net charge = -1



For reference, relative energy (zero: lowest compared OMol25 entry of this formula, charge and spin) by record: 1.052 4.373 eV.